A gas-phase ion, C7H16N3O3 (charge +1) in a non-equilibrium geometry, computed with ωB97M-V/def2-TZVPD.

SMILES string	CN1CC[N@@+](C)(CCO)[C@H]1[N+](=O)[O-]
orbital gap	9.886	eV
DFT total energy	-18119.0982	eV
energy relative to the best compared isomer or geometry (same formula, charge and spin)	474.2	kJ/mol
max |F|	0.108	Eh/bohr
lowest unoccupied orbital energy	-3.476	eV
net charge	+1

```
29
Properties=species:S:1:pos:R:3:forces:R:3
C -3.261 -0.347 0.286 1.30 -2.80 -3.16
N -1.792 -0.457 0.070 -0.41 0.36 -1.68
C -1.370 -0.506 -1.358 -1.26 -2.92 -0.28
C 0.146 -0.234 -1.357 -1.06 -2.05 1.87
N 0.432 -0.108 0.142 0.53 2.46 0.25
C 0.566 -1.475 0.657 -2.14 2.15 2.96
C 1.661 0.813 0.437 -1.63 0.27 2.40
C 3.048 0.194 0.484 -0.27 -0.81 -1.63
O 3.544 0.159 -0.808 0.59 -0.20 -2.54
C -0.899 0.383 0.724 -0.09 -0.99 1.10
N -1.222 1.855 0.348 -0.28 -1.21 1.43
O -2.277 2.226 0.779 -0.32 0.34 0.30
O -0.500 2.428 -0.397 1.02 1.06 -1.30
H -3.396 0.188 1.158 -1.02 0.60 1.78
H -3.681 0.127 -0.611 -0.16 0.50 0.55
H -3.603 -1.423 0.176 -0.11 1.34 0.97
H -1.985 0.096 -1.995 0.11 1.37 -0.23
H -1.739 -1.530 -1.779 1.32 1.24 0.87
H 0.783 -1.060 -1.620 -0.02 -0.22 -0.76
H 0.410 0.637 -1.832 0.62 1.92 -1.04
H 0.708 -1.537 1.747 -0.77 0.52 -0.13
H -0.330 -1.861 0.303 -1.01 -1.98 -0.07
H 1.413 -1.848 0.357 4.34 -2.34 -2.55
H 1.519 1.729 -0.170 0.69 -0.98 -0.01
H 1.486 1.199 1.501 -0.03 -0.71 -1.22
H 3.560 0.963 0.953 1.27 1.09 1.88
H 3.245 -0.820 0.875 -0.81 0.68 0.89
H 4.513 0.063 -0.904 -0.84 0.05 0.55
H -0.980 0.146 1.834 0.44 1.25 -1.18
```
Forces are in eV/Å.

Atomic partial charges in e from the Löwdin method, atoms 1 to 5: 0.01, -0.18, -0.09, -0.01, -0.17

5 unconnected molecules or ions with the total composition C6H21NO5 in a non-equilibrium geometry, computed with ωB97M-V/def2-TZVPD.

SMILES string	CCCNCCC=O.O.O.O.O
orbital gap	9.206	eV
DFT total energy	-18287.8240	eV
energy relative to the best compared isomer or geometry (same formula, charge and spin)	407.3	kJ/mol
max |F|	0.104	Eh/bohr
lowest unoccupied orbital energy	0.253	eV
net charge	0

```
33
Properties=species:S:1:pos:R:3:forces:R:3
C 2.504 1.385 -1.780 2.98 0.53 -0.12
C 1.283 1.238 -0.961 -0.76 -1.91 2.01
C 1.625 0.668 0.495 -0.50 3.00 -0.13
N 2.360 -0.553 0.438 -2.81 -1.20 1.58
C 1.429 -1.735 0.498 4.44 -1.65 -2.50
C 0.476 -2.041 -0.705 1.48 1.98 0.97
C -0.875 -1.412 -0.509 -0.98 -2.23 -2.19
O -1.298 -0.572 0.235 0.65 -0.05 -0.04
H 2.281 1.642 -2.804 0.17 0.79 -0.24
H 3.350 1.991 -1.283 -1.67 0.08 -0.91
H 3.151 0.484 -1.934 -1.21 -0.15 0.33
H 0.626 0.477 -1.445 0.48 0.24 0.31
H 0.553 2.032 -0.794 0.74 0.85 -0.43
H 2.168 1.406 1.195 -0.30 -0.51 -1.57
H 0.607 0.713 0.981 1.08 -1.38 -0.22
H 3.066 -0.603 -0.273 -0.15 -0.03 -0.24
H 2.275 -2.561 0.379 -2.13 0.92 0.98
H 0.901 -1.758 1.432 0.00 -0.09 0.46
H 0.934 -1.662 -1.669 -0.59 -0.22 0.90
H 0.392 -3.115 -0.864 -0.42 -0.04 0.19
H -1.530 -2.003 -1.255 -0.37 1.16 0.77
O -2.827 1.880 -1.816 1.09 0.90 -0.67
H -1.920 1.607 -2.010 -0.03 -0.98 0.36
H -2.675 2.774 -2.160 -0.94 0.25 0.15
O -3.548 -1.954 1.718 0.22 -0.55 0.18
H -3.064 -2.396 1.008 -0.36 0.40 0.16
H -3.967 -1.170 1.352 -0.05 0.15 -0.26
O -3.893 0.851 0.601 -1.50 -0.57 0.71
H -3.965 1.775 0.364 0.63 -0.13 -0.23
H -3.008 0.506 0.583 0.87 0.45 -0.36
O 1.028 0.547 4.013 -0.27 0.19 -0.51
H 0.352 0.189 3.425 -0.11 -0.40 0.26
H 1.209 1.371 3.548 0.35 0.19 0.27
```
Forces are in eV/Å.

Atomic partial charges in e from the Löwdin method, atoms 1 to 5: -0.14, -0.25, -0.27, -0.07, -0.18

A single C5H8O3 molecule in a non-equilibrium geometry, computed with ωB97M-V/def2-TZVPD.

SMILES string	OC1[C@H]2OCCO[C@H]12
orbital gap	9.258	eV
DFT total energy	-11451.9592	eV
energy relative to the best compared isomer or geometry (same formula, charge and spin)	536.5	kJ/mol
max |F|	0.058	Eh/bohr
lowest unoccupied orbital energy	0.797	eV
net charge	0

```
16
Properties=species:S:1:pos:R:3:forces:R:3
O 2.723 0.264 -0.571 0.75 0.13 0.68
C 1.911 -0.058 0.537 -0.86 -1.68 -0.75
C 0.620 -0.708 -0.081 -1.42 0.26 0.48
O -0.594 -1.410 0.145 -0.14 -0.76 0.28
C -1.693 -0.599 -0.403 1.08 0.62 0.97
C -1.609 0.963 0.013 2.32 -1.84 0.30
O -0.209 1.478 -0.231 -1.28 0.38 1.72
C 0.502 0.582 0.561 1.09 -1.10 1.05
H 3.358 -0.420 -0.901 -1.05 0.45 1.02
H 2.278 -0.640 1.398 0.47 1.31 -0.07
H 0.892 -0.560 -1.080 -0.48 -0.27 -1.91
H -1.660 -0.779 -1.461 -0.07 0.46 -0.73
H -2.593 -1.073 -0.013 -0.04 0.26 0.12
H -2.102 1.646 -0.620 -1.48 0.29 -0.44
H -1.857 0.994 1.123 0.22 0.49 -1.39
H 0.033 0.322 1.584 0.89 1.02 -1.31
```
Forces are in eV/Å.

Atomic partial charges in e from the Löwdin method, atoms 1 to 5: -0.02, -0.15, -0.25, -0.11, -0.11

3 unconnected molecules or ions with the total composition C2H9NO in a non-equilibrium geometry, computed with ωB97M-V/def2-TZVPD.

SMILES string	[H][H].C1CO1.N
orbital gap	11.250	eV
DFT total energy	-5754.8986	eV
energy relative to the best compared isomer or geometry (same formula, charge and spin)	253.2	kJ/mol
max |F|	0.044	Eh/bohr
lowest unoccupied orbital energy	0.738	eV
net charge	0

```
13
Properties=species:S:1:pos:R:3:forces:R:3
H 2.384 -5.516 -1.535 -0.36 -0.77 -0.12
H 2.682 -4.869 -1.431 0.36 0.77 0.12
C 0.622 1.698 1.582 0.06 -0.08 -0.27
C -0.146 0.443 1.785 0.91 2.09 -0.09
O -0.228 1.583 2.692 -0.03 -0.91 -0.02
H 0.357 2.441 0.840 -0.27 -0.05 -0.08
H 1.686 1.674 1.799 0.02 -0.01 0.10
H -1.031 0.322 1.184 -0.09 -0.50 0.07
H 0.519 -0.350 2.091 -0.62 -0.54 0.29
N -1.907 0.773 -2.474 -0.47 -1.77 0.26
H -2.300 0.400 -1.611 -0.43 0.71 0.18
H -1.253 1.479 -2.211 0.60 0.44 0.18
H -1.386 -0.077 -2.711 0.30 0.62 -0.62
```
Forces are in eV/Å.

Atomic partial charges in e from the Löwdin method, atoms 1 to 5: 0.00, 0.00, -0.20, -0.11, -0.08

2 unconnected molecules or ions with the total composition C10H15NSi in a non-equilibrium geometry, computed with ωB97M-V/def2-TZVPD.

orbital gap (spin up / spin down)	6.195 / 6.203	eV
DFT total energy	-19979.0440	eV
energy relative to the best compared isomer or geometry (same formula, charge and spin)	135.5	kJ/mol
max |F|	0.053	Eh/bohr
lowest unoccupied orbital energy (spin up / spin down)	0.021 / 0.026	eV
net charge	0

```
27
Properties=species:S:1:pos:R:3:forces:R:3
C -2.145 2.337 0.212 0.05 0.13 -0.08
C -2.691 1.209 0.846 0.02 -0.20 0.17
C -1.350 1.913 -0.832 0.02 0.55 -0.22
C -2.212 0.100 0.159 -0.27 0.40 0.26
C -2.215 -1.316 0.098 0.06 -0.54 -0.37
C -1.377 -1.681 -0.927 -0.36 -0.52 0.60
C -0.797 -0.520 -1.494 2.58 0.07 0.88
C 1.122 -1.406 1.714 0.15 0.37 -0.58
C 1.722 1.493 0.426 -0.03 -0.68 -0.09
C 2.846 -1.151 -0.993 -0.34 0.25 0.54
N -1.398 0.552 -0.855 -0.48 0.48 0.35
Si 1.578 -0.377 0.195 -1.09 -0.26 -1.26
H -2.317 3.360 0.494 -0.01 0.15 -0.05
H -3.351 1.211 1.691 -0.11 -0.06 0.12
H -0.786 2.483 -1.545 0.10 0.03 -0.12
H -2.779 -1.967 0.738 -0.06 -0.14 0.07
H -1.160 -2.685 -1.244 0.03 -0.13 -0.08
H -0.319 -0.416 -2.451 -0.14 0.06 -0.23
H 1.890 -1.343 2.484 0.15 0.09 0.05
H 0.187 -1.059 2.142 -0.19 0.13 0.00
H 0.996 -2.453 1.452 0.00 -0.10 -0.14
H 0.744 1.926 0.629 -0.23 -0.01 0.03
H 2.379 1.754 1.253 0.09 -0.09 0.16
H 2.111 1.971 -0.470 0.04 -0.06 -0.14
H 2.857 -0.632 -1.947 -0.08 0.16 -0.05
H 3.854 -1.110 -0.585 0.17 0.02 0.11
H 2.612 -2.193 -1.191 -0.11 -0.12 0.06
```
Forces are in eV/Å.

Atomic partial charges in e from the Löwdin method, atoms 1 to 5: -0.12, -0.05, -0.14, -0.27, -0.06

2 unconnected molecules or ions with the total composition C3H8N2 in a non-equilibrium geometry, computed with ωB97M-V/def2-TZVPD.

orbital gap	9.849	eV
DFT total energy	-6215.5409	eV
energy relative to the best compared isomer or geometry (same formula, charge and spin)	608.4	kJ/mol
max |F|	0.099	Eh/bohr
lowest unoccupied orbital energy	0.515	eV
net charge	0

```
13
Properties=species:S:1:pos:R:3:forces:R:3
C -0.815 0.274 0.352 1.96 -2.87 3.71
C 1.670 -0.365 -0.156 0.66 -1.78 0.56
C 0.517 0.586 -0.337 0.29 2.94 1.16
N -2.063 0.484 -0.114 -1.80 1.27 -1.65
N -1.631 -0.900 -0.032 0.46 0.30 2.05
H -0.725 0.202 2.218 0.09 0.27 -3.82
H 2.630 -0.159 -0.612 -0.09 1.20 -0.56
H 1.550 -1.378 -0.546 -0.78 -0.11 0.15
H 1.983 -0.487 0.889 -0.61 0.08 0.02
H 0.232 0.798 -1.373 0.24 -0.19 -0.05
H 0.939 1.595 0.096 -1.19 -1.57 -0.86
H -2.808 0.650 0.553 0.35 0.02 0.18
H -1.477 -1.300 -0.937 0.44 0.44 -0.90
```
Forces are in eV/Å.

Atomic partial charges in e from the Löwdin method, atoms 1 to 5: -0.40, -0.14, -0.25, -0.02, 0.01

Copy entry 5 word for word.
2 unconnected molecules or ions with the total composition C10H15NSi in a non-equilibrium geometry, computed with ωB97M-V/def2-TZVPD.

orbital gap (spin up / spin down)	6.195 / 6.203	eV
DFT total energy	-19979.0440	eV
energy relative to the best compared isomer or geometry (same formula, charge and spin)	135.5	kJ/mol
max |F|	0.053	Eh/bohr
lowest unoccupied orbital energy (spin up / spin down)	0.021 / 0.026	eV
net charge	0

```
27
Properties=species:S:1:pos:R:3:forces:R:3
C -2.145 2.337 0.212 0.05 0.13 -0.08
C -2.691 1.209 0.846 0.02 -0.20 0.17
C -1.350 1.913 -0.832 0.02 0.55 -0.22
C -2.212 0.100 0.159 -0.27 0.40 0.26
C -2.215 -1.316 0.098 0.06 -0.54 -0.37
C -1.377 -1.681 -0.927 -0.36 -0.52 0.60
C -0.797 -0.520 -1.494 2.58 0.07 0.88
C 1.122 -1.406 1.714 0.15 0.37 -0.58
C 1.722 1.493 0.426 -0.03 -0.68 -0.09
C 2.846 -1.151 -0.993 -0.34 0.25 0.54
N -1.398 0.552 -0.855 -0.48 0.48 0.35
Si 1.578 -0.377 0.195 -1.09 -0.26 -1.26
H -2.317 3.360 0.494 -0.01 0.15 -0.05
H -3.351 1.211 1.691 -0.11 -0.06 0.12
H -0.786 2.483 -1.545 0.10 0.03 -0.12
H -2.779 -1.967 0.738 -0.06 -0.14 0.07
H -1.160 -2.685 -1.244 0.03 -0.13 -0.08
H -0.319 -0.416 -2.451 -0.14 0.06 -0.23
H 1.890 -1.343 2.484 0.15 0.09 0.05
H 0.187 -1.059 2.142 -0.19 0.13 0.00
H 0.996 -2.453 1.452 0.00 -0.10 -0.14
H 0.744 1.926 0.629 -0.23 -0.01 0.03
H 2.379 1.754 1.253 0.09 -0.09 0.16
H 2.111 1.971 -0.470 0.04 -0.06 -0.14
H 2.857 -0.632 -1.947 -0.08 0.16 -0.05
H 3.854 -1.110 -0.585 0.17 0.02 0.11
H 2.612 -2.193 -1.191 -0.11 -0.12 0.06
```
Forces are in eV/Å.

Atomic partial charges in e from the Löwdin method, atoms 1 to 5: -0.12, -0.05, -0.14, -0.27, -0.06